The molecule C17H18N2O4S. Source: the OMol25 dataset; level of theory: ωB97M-V with the def2-TZVPD basis set.

DFT total energy in a.u.: -1467.333998
ΔE to the lowest compared entry with this formula, charge and spin in kJ/mol: 0.0
E_HOMO in eV: -8.0
Structure (SMILES): Cc1ccc(NC(=O)COC(=O)CNC(=O)c2ccc(C)s2)cc1
Max |F| in eV Å⁻¹: 0.749
2S+1: 1

CARTESIAN COORDINATES (ANGSTROEM)
C1 -0.11143 -5.15096 0.11351
C2 0.54191 -3.80203 0.15125
C3 0.02108 -2.77031 0.92110
C4 0.63613 -1.53451 0.96248
C5 1.79131 -1.29824 0.22292
C6 2.32488 -2.32510 -0.54926
C7 1.70020 -3.55760 -0.57651
H1 2.12245 -4.34748 -1.18124
H2 3.22139 -2.15659 -1.12123
N1 2.35383 -0.01338 0.29085
C8 3.52418 0.39698 -0.22848
O1 4.32966 -0.28527 -0.82588
C9 3.85911 1.88485 -0.00695
H3 4.74019 1.94132 0.63648
H4 4.10005 2.30630 -0.98919
O2 2.85285 2.66594 0.62310
C10 1.93284 3.22522 -0.15627
O3 1.87462 3.11204 -1.35103
C11 0.91809 4.02080 0.66827
N2 -0.41743 3.57118 0.34126
C12 -0.71628 2.26757 0.60415
O4 0.04818 1.56553 1.25229
C13 -1.99634 1.77698 0.11441
C14 -2.99717 2.39024 -0.59450
C15 -4.06833 1.52770 -0.87718
C16 -3.88674 0.26354 -0.39065
S1 -2.37903 0.11622 0.43516
C17 -4.80405 -0.89937 -0.50526
H5 -4.30369 -1.73285 -0.99658
H6 -5.11895 -1.23730 0.48146
H7 -5.68524 -0.62760 -1.08105
H8 -4.94439 1.82881 -1.42394
H9 -2.97935 3.42134 -0.90080
H10 -0.90413 4.04497 -0.40127
H11 1.10770 3.84133 1.72901
H12 1.00845 5.08266 0.44000
H13 1.77662 0.65671 0.79454
H14 0.21910 -0.73959 1.56064
H15 -0.87898 -2.93215 1.49724
H16 -0.17127 -5.52137 -0.90830
H17 -1.11399 -5.10964 0.53243
H18 0.47194 -5.86691 0.69301

***

A cluster of 2 separate species, C2H5N2OS2 in total. Source: the OMol25 dataset; level of theory: ωB97M-V with the def2-TZVPD basis set.

DFT total energy in a.u.: -1059.959721
ΔE to the lowest compared entry with this formula, charge and spin in kJ/mol: 318.0
E_HOMO in eV: -12.6
Max |F| in eV Å⁻¹: 3.824
Total charge: +1
2S+1: 1

CARTESIAN COORDINATES (ANGSTROEM)
C1 0.35543 0.48419 1.04384
C2 -0.23863 -1.59819 -1.01973
N1 -0.40520 1.46907 0.64975
N2 -0.54225 -0.46331 -1.64600
O1 1.49140 0.97732 1.56154
S1 -1.02430 -2.54113 0.23911
S2 1.02929 -2.67358 -0.80435
H1 -1.44398 1.35901 0.65066
H2 -0.12936 2.36435 0.86970
H3 -1.35050 0.00513 -1.18399
H4 0.03496 0.29603 -1.88298
H5 2.22315 0.32112 1.52244

***

The molecule C6H15N. Source: the OMol25 dataset; level of theory: ωB97M-V with the def2-TZVPD basis set.

DFT total energy in a.u.: -292.266020
ΔE to the lowest compared entry with this formula, charge and spin in kJ/mol: 270.5
E_HOMO in eV: -9.0
Structure (SMILES): CC(C)C[C@@H](C)N
Max |F| in eV Å⁻¹: 4.374
2S+1: 1

CARTESIAN COORDINATES (ANGSTROEM)
C1 -0.60397 -1.24305 1.87877
C2 -0.91843 0.05898 1.01046
C3 0.26253 0.88195 0.39359
C4 0.68988 0.02233 -0.85885
C5 -0.31061 -0.27128 -2.04005
C6 2.16066 0.51608 -1.48834
N1 -2.10881 0.80907 1.49639
H1 -1.37354 -1.68657 2.40566
H2 -0.25844 -2.14347 1.26768
H3 0.03561 -0.99611 2.80424
H4 -1.43421 -0.64858 0.24186
H5 0.99598 0.94612 1.34453
H6 0.03709 1.92074 0.09790
H7 0.91723 -0.92295 -0.31325
H8 -0.10401 -0.03965 -3.05559
H9 -0.21486 -1.37294 -2.17026
H10 -1.35859 -0.23321 -1.71352
H11 2.27013 1.44521 -2.05657
H12 2.82635 0.52567 -0.66185
H13 2.56416 -0.29526 -2.14584
H14 -2.04305 1.77885 1.07282
H15 -2.03111 0.94808 2.49022

***

A cluster of 16 separate species, C70H132N9O29P3 in total. Source: the OMol25 dataset; level of theory: ωB97M-V with the def2-TZVPD basis set.

DFT total energy in a.u.: -6445.548937
E_HOMO in eV: -8.0
Max |F| in eV Å⁻¹: 3.638
2S+1: 1

CARTESIAN COORDINATES (ANGSTROEM)
O1 -14.72681 20.46016 6.70375
P1 -14.41851 21.37159 7.81602
N1 -15.80313 21.97183 8.64855
C1 -15.94155 23.18475 9.55012
C2 -16.88152 21.02200 8.70345
N2 -13.40841 22.60368 7.30531
C3 -13.52741 23.04483 5.89568
C4 -12.65917 23.46374 8.23821
N3 -13.53676 20.61423 8.97113
C5 -14.33020 19.77310 9.88219
C6 -12.16120 20.16603 8.66157
H1 -15.99600 22.96115 10.62699
H2 -16.81998 23.72240 9.25120
H3 -15.16656 23.91698 9.36845
H4 -17.82187 21.56114 8.75548
H5 -16.91934 20.34325 9.57171
H6 -16.81762 20.33972 7.83121
H7 -12.55193 22.92357 5.42533
H8 -14.27441 22.49922 5.30659
H9 -13.74209 24.13257 5.95434
H10 -13.12038 24.47033 8.24805
H11 -12.71353 23.01253 9.22936
H12 -11.68199 23.50106 7.80391
H13 -13.62074 19.18557 10.45683
H14 -14.91970 20.40964 10.57588
H15 -14.94091 19.03460 9.41698
H16 -11.84549 20.77555 7.82117
H17 -12.08554 19.10212 8.49757
H18 -11.53024 20.48307 9.49870
O2 -19.53969 21.10729 6.19007
P2 -18.86256 21.33708 4.88064
N4 -18.24399 22.85905 4.64969
C7 -19.09467 23.97104 4.34053
C8 -17.11359 23.23304 5.51644
N5 -19.92218 21.18514 3.58036
C9 -19.49961 21.30054 2.24961
C10 -21.36166 21.20830 3.81487
N6 -17.54710 20.35009 4.73331
C11 -17.69639 19.02955 5.37507
C12 -16.47682 20.36897 3.78456
H19 -19.40934 24.50566 5.26808
H20 -20.02589 23.73580 3.79893
H21 -18.49835 24.72101 3.76155
H22 -16.45727 23.92178 4.94895
H23 -16.70475 22.28712 5.80059
H24 -17.41988 23.66437 6.50621
H25 -19.30632 22.31047 1.94579
H26 -18.57541 20.71189 2.12942
H27 -20.26250 20.83183 1.64142
H28 -21.62618 20.64024 4.67376
H29 -21.84011 22.17122 3.89146
H30 -21.82337 20.82532 2.89578
H31 -18.43944 19.10447 6.17959
H32 -18.04519 18.17540 4.76651
H33 -16.69563 18.74618 5.77510
H34 -15.50236 20.17410 4.25961
H35 -16.45166 21.40101 3.42307
H36 -16.59198 19.70785 2.95798
O3 -20.72719 15.54565 9.91119
P3 -20.50876 16.70902 8.97175
N7 -20.83863 18.12324 9.78493
C13 -20.55645 19.47133 9.19255
C14 -21.91218 18.09454 10.77512
N8 -21.53851 16.69369 7.59896
C15 -21.66109 17.84150 6.66203
C16 -22.00304 15.44208 7.00023
N9 -19.01515 16.93495 8.27627
C17 -18.55365 16.03105 7.17775
C18 -17.84760 17.47681 8.92116
H37 -20.02723 20.03004 9.96955
H38 -21.50219 19.93257 8.95414
H39 -19.94699 19.39212 8.29090
H40 -21.49067 18.20413 11.78099
H41 -22.43499 17.16845 10.65768
H42 -22.66078 18.91741 10.57065
H43 -22.64123 18.29723 6.80973
H44 -20.83135 18.50113 6.91748
H45 -21.52233 17.60299 5.60490
H46 -21.37961 15.26680 6.09089
H47 -21.97145 14.49871 7.57057
H48 -23.06994 15.48623 6.77983
H49 -18.26013 15.07429 7.59729
H50 -19.35094 15.89791 6.39114
H51 -17.66294 16.49824 6.73136
H52 -17.30369 16.72126 9.45795
H53 -18.03883 18.31542 9.57145
H54 -17.13809 17.75523 8.12384
O4 -18.99534 22.72434 10.74724
C19 -19.13869 22.83998 11.94474
O5 -19.12119 24.08848 12.49931
C20 -19.61671 23.96485 13.93098
C21 -19.60563 22.50208 14.29427
C22 -19.60013 21.80530 12.99237
H55 -20.61308 24.39428 14.00457
H56 -18.89947 24.53028 14.52732
H57 -20.51586 22.31150 14.83035
H58 -18.82758 22.20493 14.92548
H59 -20.53634 21.42598 12.49184
H60 -18.88759 21.01337 12.88357
O6 -27.23470 16.69245 7.27823
C23 -26.59204 17.62261 7.68325
O7 -25.32855 17.51553 8.00997
C24 -24.86106 18.73807 8.66158
C25 -26.16162 19.48515 9.15068
C26 -27.18126 18.96424 8.14160
H61 -24.32018 19.34159 7.91768
H62 -24.17373 18.34861 9.42130
H63 -26.03176 20.56316 9.22571
H64 -26.41100 19.12475 10.16961
H65 -27.28931 19.57218 7.26298
H66 -28.14945 18.72448 8.56120
O8 -15.34453 10.68111 11.16043
C27 -15.43933 10.81383 9.94919
O9 -16.14589 11.77623 9.38690
C28 -16.02592 11.69516 7.93805
C29 -14.79930 10.81933 7.72005
C30 -14.87515 9.85088 8.89353
H67 -15.83929 12.73654 7.62628
H68 -16.94052 11.36675 7.50293
H69 -13.85359 11.45892 7.76376
H70 -14.78906 10.44081 6.66063
H71 -13.88717 9.34564 9.12038
H72 -15.63110 9.11552 8.77725
O10 -16.74354 14.62708 10.64365
C31 -17.35498 13.76218 11.21777
O11 -17.19381 13.48526 12.56914
C32 -18.16000 12.53729 13.00342
C33 -18.76560 11.91868 11.72933
C34 -18.59701 13.05088 10.73756
H73 -19.06290 13.06414 13.36779
H74 -17.64082 11.88418 13.72862
H75 -19.81306 11.78700 11.96079
H76 -18.28359 11.00261 11.46070
H77 -19.39562 13.76163 10.92870
H78 -18.53918 12.79756 9.62262
O12 -25.49132 18.60525 4.99342
C35 -25.37508 17.67000 4.28002
O13 -24.20812 17.43874 3.55009
C36 -24.23550 16.14244 2.93810
C37 -25.67292 15.67142 2.88852
C38 -26.33699 16.50681 4.00854
H79 -23.52573 15.54942 3.45858
H80 -23.92640 16.27923 1.89869
H81 -25.72578 14.57172 2.76215
H82 -26.07406 16.05127 1.96421
H83 -26.47121 15.86352 4.91171
H84 -27.31082 16.85964 3.77919
O14 -15.29277 17.61993 11.70144
C39 -14.68068 16.56985 11.40458
O15 -14.39388 16.15376 10.16334
C40 -13.73680 14.82473 10.30921
C41 -13.07582 14.93358 11.69455
C42 -14.13914 15.60861 12.47763
H85 -13.02922 14.78345 9.50040
H86 -14.49324 14.03539 10.18179
H87 -12.23529 15.59922 11.54335
H88 -12.70891 13.96953 11.98307
H89 -13.86732 16.13347 13.33084
H90 -14.93345 14.90897 12.71894
O16 -21.13393 17.02310 14.20862
C43 -20.01470 16.95499 13.84992
O17 -19.22964 18.08029 13.94705
C44 -17.95340 17.86523 13.31648
C45 -17.79927 16.35189 13.37814
C46 -19.27921 15.93714 13.07965
H91 -17.19605 18.45052 13.92165
H92 -18.10932 18.36789 12.36160
H93 -17.53270 16.08117 14.34293
H94 -17.05664 15.94156 12.68593
H95 -19.56111 14.91837 13.46216
H96 -19.54977 16.07554 12.04375
O18 -18.77198 10.31874 8.59537
C47 -19.83280 10.85011 8.51576
O19 -20.66004 10.82179 9.60708
C48 -21.85389 11.58144 9.29820
C49 -21.92432 11.62004 7.80932
C50 -20.42802 11.73948 7.50125
H97 -21.70378 12.60782 9.75550
H98 -22.71096 11.11384 9.69224
H99 -22.53987 12.47258 7.40623
H100 -22.22554 10.65096 7.34062
H101 -20.00461 12.72871 7.76258
H102 -20.18033 11.48298 6.43875
O20 -22.98631 23.10280 14.24348
C51 -23.63925 22.19268 13.78172
O21 -23.04534 20.97574 13.62278
C52 -23.97774 19.97809 13.13836
C53 -25.22271 20.82915 12.58918
C54 -25.05565 22.16427 13.34509
H103 -24.16428 19.16730 13.83289
H104 -23.46934 19.47265 12.30429
H105 -26.15428 20.32320 12.81827
H106 -25.15667 21.05237 11.55769
H107 -25.65450 22.12435 14.24231
H108 -25.27727 23.08558 12.78430
O22 -23.40983 21.42009 9.33494
C55 -22.71026 22.35069 9.05845
O23 -22.48453 23.31967 9.99447
C56 -21.61944 24.33904 9.41528
C57 -21.15726 23.85271 8.07298
C58 -22.07817 22.63671 7.72148
H109 -20.81221 24.33753 10.10001
H110 -22.11938 25.26929 9.50634
H111 -20.09851 23.59025 8.10701
H112 -21.31494 24.65050 7.33918
H113 -21.53899 21.71491 7.38939
H114 -22.77877 22.93789 6.95825
O24 -24.35604 13.41428 6.03485
C59 -25.22900 13.52526 6.85111
O25 -25.05292 13.57555 8.17597
C60 -26.33583 13.79014 8.80981
C61 -27.37199 13.16326 7.89859
C62 -26.75241 13.47757 6.56046
H115 -26.50706 14.81502 8.95668
H116 -26.23119 13.33768 9.80059
H117 -28.30014 13.59266 8.06770
H118 -27.42717 12.10115 8.20487
H119 -26.94133 14.51363 6.29630
H120 -26.86952 12.78829 5.70635
O26 -17.22941 13.23445 5.47312
C63 -16.91595 13.54879 4.35682
O27 -17.76119 14.30130 3.59884
C64 -17.17716 14.74326 2.33797
C65 -15.68641 14.51371 2.46599
C66 -15.63137 13.41735 3.52176
H121 -17.42651 15.79130 2.28982
H122 -17.62705 14.11881 1.59264
H123 -15.14035 15.38625 2.84562
H124 -15.11297 14.21846 1.60689
H125 -14.77733 13.58576 4.24940
H126 -15.56917 12.43929 3.03019
O28 -25.59155 17.53868 12.11542
C67 -24.93867 16.54218 11.93735
O29 -25.07399 15.73329 10.87320
C68 -24.08985 14.62886 10.95928
C69 -23.11432 14.98169 12.12641
C70 -23.90511 15.98498 12.86944
H127 -23.62736 14.56839 10.04674
H128 -24.64029 13.68554 11.09659
H129 -22.15042 15.40401 11.79408
H130 -22.83801 14.05970 12.69615
H131 -23.32378 16.74045 13.37650
H132 -24.47524 15.53376 13.69110

***

Q: What is the max |F| in the second record?
A: 3.824 eV Å⁻¹